This record from the Open Molecules 2025 dataset describes a structure of composition C19H40EuP2. The level of theory is wB97M-V/def2-TZVPD.

Results
F_max   2.97 eV/A
E_HOMO (spin up / spin down)   -0.227 / -0.227 hartree
Spin multiplicity   8
Expectation value of S²   15.76
Energy relative to the best compared isomer or geometry (same formula, charge and spin)   152.9 kJ/mol
E_LUMO (spin up / spin down)   -0.3 / -0.3 eV
Total energy   -58250.48725 eV

Each line ends with the Löwdin spin population.
CARTESIAN COORDINATES (ANGSTROEM)
Eu -3.775 -0.177 -0.042  7.059
P 2.705 1.241 -2.006  0.000
P 2.621 -1.982 -0.898  0.000
C 0.783 1.633 1.261  0.000
C 2.307 -3.671 -1.500  0.000
C 0.951 -0.946 1.401  0.000
C -3.908 -0.855 2.341  -0.027
C -5.398 0.078 4.183  -0.001
C 0.139 -1.473 0.479  0.000
C 3.856 -1.381 -2.137  0.000
C -3.842 2.207 0.459  -0.025
C -0.709 -0.559 -0.370  -0.001
C -6.376 -0.707 1.989  0.000
C -5.152 -0.083 2.666  -0.002
C 1.646 0.341 1.149  0.000
C 0.141 0.200 -1.412  0.000
C 3.459 2.870 -1.716  0.000
C 4.180 0.112 -2.017  0.000
C 0.475 1.681 -1.234  0.000
C 2.250 1.258 -3.754  0.000
C 3.792 -2.343 0.471  0.000
C 0.565 2.314 -0.025  0.000
H 4.069 2.824 -0.803  0.000
H -4.576 0.625 4.660  0.000
H -0.145 1.443 1.826  0.000
H -3.850 2.572 1.507  -0.002
H 4.488 -3.134 0.148  0.000
H -0.352 0.065 -2.395  0.000
H -2.945 2.612 -0.059  -0.001
H 4.087 3.104 -2.585  0.000
H -4.740 2.629 -0.044  -0.001
H 1.150 -1.430 2.360  0.000
H 1.082 -0.385 -1.531  0.000
H 2.059 0.306 0.126  0.000
H 4.773 0.336 -1.117  0.000
H -7.304 -0.220 2.320  0.000
H 3.472 -1.634 -3.134  0.000
H 3.132 1.588 -4.311  0.000
H 0.102 2.277 -2.082  0.000
H 0.482 3.414 0.020  0.000
H -5.002 0.934 2.254  0.000
H 3.237 -2.682 1.355  0.000
H -0.100 -2.540 0.403  0.000
H -1.377 -1.220 -0.947  0.001
H 4.770 -1.965 -1.977  0.000
H -6.467 -1.771 2.244  0.000
H 2.042 -3.616 -2.563  0.000
H -6.358 -0.622 0.888  0.000
H 3.208 -4.277 -1.351  0.000
H 1.356 2.327 1.897  0.000
H 4.771 0.447 -2.880  0.000
H 1.951 0.259 -4.087  0.000
H 2.664 3.617 -1.603  0.000
H 2.531 0.464 1.801  0.000
H 4.353 -1.431 0.722  0.000
H -3.039 -0.517 2.895  -0.001
H 1.472 -4.085 -0.921  0.000
H -5.492 -0.901 4.672  0.000
H -4.008 -1.941 2.305  0.000
H -6.322 0.648 4.370  0.000
H -1.315 0.153 0.239  0.000
H 1.430 1.965 -3.908  0.000